# 1
Density functional theory data (wB97M-V/def2-TZVPD) for a structure of composition C40H46Ge3Mo at a distorted geometry.

Results
energy relative to the best compared isomer or geometry (same formula, charge and spin) = 0.000 eV
highest occupied orbital energy = -0.49478 Ha
E_LUMO = -7.333 eV
E_tot = -213611.0739 eV
charge = +2

Positions of all 90 atoms, in Å:
Mo (-0.390, 0.876, 1.309)
C (-1.271, 2.121, 3.157)
C (-1.534, 2.774, 1.924)
C (-0.286, 3.149, 1.341)
C (0.748, 2.738, 2.229)
C (0.137, 2.114, 3.347)
H (-2.007, 1.805, 3.873)
H (-2.503, 3.055, 1.559)
H (-0.159, 3.785, 0.487)
H (1.785, 3.003, 2.133)
H (0.650, 1.752, 4.224)
C (-0.606, -3.048, -0.287)
C (-0.385, -2.364, -1.643)
Ge (0.971, -0.944, -1.519)
C (1.851, -0.077, -3.005)
C (2.871, 0.940, -2.459)
C (2.317, -1.774, -0.419)
C (2.383, -1.918, 0.902)
Ge (1.622, -0.536, 2.055)
C (3.089, 0.548, 2.744)
C (4.316, -0.114, 3.381)
C (0.059, -1.105, 3.173)
C (0.578, -1.683, 4.515)
C (3.144, -3.008, 1.590)
C (3.572, -4.139, 0.886)
C (4.295, -5.138, 1.518)
C (4.603, -5.037, 2.871)
C (4.159, -3.942, 3.592)
C (3.428, -2.949, 2.953)
H (-1.528, -3.635, -0.302)
H (-0.694, -2.332, 0.529)
H (0.217, -3.718, -0.033)
H (-1.318, -1.953, -2.017)
H (-0.033, -3.091, -2.382)
H (1.126, 0.399, -3.661)
H (2.345, -0.865, -3.578)
H (2.387, 1.716, -1.860)
H (3.392, 1.437, -3.280)
H (3.627, 0.462, -1.832)
H (2.950, -2.421, -1.039)
H (2.668, 1.290, 3.421)
H (3.386, 1.076, 1.834)
H (4.081, -0.610, 4.326)
H (5.056, 0.660, 3.596)
H (4.783, -0.845, 2.720)
H (-0.507, -1.840, 2.607)
H (-0.618, -0.280, 3.408)
H (1.033, -2.657, 4.368)
H (-0.271, -1.803, 5.189)
H (1.306, -1.035, 5.011)
H (3.330, -4.256, -0.164)
H (4.612, -6.008, 0.954)
H (5.178, -5.816, 3.359)
H (4.385, -3.856, 4.649)
H (3.085, -2.104, 3.538)
C (-0.082, 0.439, -0.464)
Ge (-1.582, 1.086, -1.768)
C (-1.617, 0.787, -3.679)
C (-2.133, 1.873, -4.401)
C (-2.314, 1.781, -5.777)
C (-1.974, 0.616, -6.447)
C (-1.457, -0.467, -5.743)
C (-1.281, -0.388, -4.370)
C (-2.964, 0.081, -0.824)
C (-2.835, -0.285, 0.518)
C (-3.801, -0.959, 1.240)
C (-4.972, -1.303, 0.582)
C (-5.148, -0.969, -0.756)
C (-4.153, -0.287, -1.455)
C (-1.880, 2.976, -1.494)
C (-3.089, 3.424, -0.958)
C (-3.345, 4.791, -0.842)
C (-2.404, 5.714, -1.283)
C (-1.209, 5.276, -1.851)
C (-0.950, 3.914, -1.958)
H (-2.399, 2.795, -3.899)
H (-2.718, 2.627, -6.321)
H (-2.111, 0.548, -7.519)
H (-1.190, -1.379, -6.267)
H (-0.881, -1.246, -3.861)
H (-1.915, -0.105, 1.071)
H (-3.656, -1.219, 2.282)
H (-5.744, -1.842, 1.119)
H (-6.068, -1.243, -1.260)
H (-4.299, -0.040, -2.503)
H (-3.845, 2.713, -0.642)
H (-4.285, 5.134, -0.424)
H (-2.607, 6.777, -1.198)
H (-0.491, 5.997, -2.228)
H (-0.017, 3.584, -2.410)

---

# 2
Density functional theory data (wB97M-V/def2-TZVPD) for a structure of composition C40H46P2RuSi at a distorted geometry.

Results
energy relative to the best compared isomer or geometry (same formula, charge and spin) = 0.000 eV
spin multiplicity = 5
highest occupied orbital energy (alpha / beta) = -0.45351 / -0.50770 Ha
E_LUMO (alpha / beta) = -5.582 / -7.825 eV
E_tot = -71242.8761 eV
charge = +2

Positions of all 90 atoms, in Å:
Ru (-0.334, -0.147, 2.391)
C (-2.453, -0.020, 3.634)
C (-2.642, -0.034, 2.257)
C (-3.089, 1.198, 1.511)
C (-1.946, 1.872, 0.739)
C (-0.604, 1.808, 1.434)
C (-0.475, 2.019, 2.827)
C (-1.658, 2.389, 3.687)
C (-2.204, 1.182, 4.488)
C (1.594, -0.188, 1.902)
H (-2.655, -0.932, 4.198)
H (-2.920, -0.986, 1.797)
H (-3.551, 1.903, 2.222)
H (-3.908, 0.937, 0.821)
H (-1.848, 1.385, -0.243)
H (-2.224, 2.922, 0.554)
H (0.256, 2.025, 0.788)
H (0.523, 2.261, 3.218)
H (-2.444, 2.871, 3.091)
H (-1.332, 3.146, 4.410)
H (-1.431, 0.920, 5.233)
H (-3.089, 1.473, 5.083)
H (2.010, -1.118, 2.338)
H (2.094, 0.671, 2.386)
H (1.740, -0.150, 0.808)
P (-0.382, -1.313, -3.240)
P (0.876, 0.867, -3.402)
C (-1.526, -0.011, -3.744)
C (-0.873, 1.204, -3.698)
C (-0.518, -2.600, -4.542)
C (-1.581, -2.649, -5.467)
C (-1.607, -3.628, -6.465)
C (-0.559, -4.542, -6.586)
C (0.494, -4.510, -5.668)
C (0.504, -3.568, -4.641)
C (-0.999, -2.072, -1.707)
C (-0.201, -1.915, -0.555)
C (-0.588, -2.498, 0.641)
C (-1.671, -3.389, 0.650)
C (-2.498, -3.499, -0.471)
C (-2.210, -2.776, -1.629)
C (1.759, 0.891, -5.046)
C (1.561, -0.146, -5.986)
C (2.352, -0.233, -7.129)
C (3.339, 0.724, -7.382)
C (3.470, 1.807, -6.514)
C (2.652, 1.919, -5.388)
C (1.590, 2.210, -2.437)
C (2.858, 1.972, -1.861)
C (3.391, 2.881, -0.953)
C (2.674, 4.038, -0.620)
C (1.450, 4.311, -1.238)
C (0.908, 3.407, -2.153)
H (-2.551, -0.236, -4.032)
H (-1.303, 2.207, -3.731)
H (-2.397, -1.928, -5.411)
H (-2.454, -3.681, -7.152)
H (-0.565, -5.275, -7.390)
H (1.305, -5.232, -5.750)
H (1.308, -3.576, -3.906)
H (0.691, -1.285, -0.610)
H (-0.034, -2.264, 1.570)
H (-1.876, -3.963, 1.550)
H (-3.377, -4.143, -0.443)
H (-2.913, -2.768, -2.467)
H (0.772, -0.882, -5.815)
H (2.189, -1.049, -7.831)
H (3.984, 0.621, -8.255)
H (4.212, 2.576, -6.713)
H (2.702, 2.818, -4.776)
H (3.402, 1.063, -2.121)
H (4.363, 2.692, -0.492)
H (3.069, 4.718, 0.135)
H (0.916, 5.233, -0.990)
H (-0.040, 3.625, -2.642)
C (-1.050, 0.695, 8.017)
Si (0.439, -0.258, 7.293)
C (1.986, 0.702, 7.770)
C (0.406, -2.021, 7.955)
C (0.461, -0.454, 5.440)
C (0.312, -0.435, 4.188)
H (-1.121, 0.668, 9.117)
H (-1.995, 0.279, 7.643)
H (-1.038, 1.760, 7.745)
H (2.158, 0.670, 8.854)
H (2.857, 0.272, 7.264)
H (1.922, 1.753, 7.463)
H (-0.488, -2.518, 7.558)
H (1.279, -2.565, 7.576)
H (0.392, -2.109, 9.049)

---

# 3
Density functional theory data (wB97M-V/def2-TZVPD) for a structure of composition C40H47BBrF4O6PS3SbW.

Results
energy relative to the best compared isomer or geometry (same formula, charge and spin) = 0.330 eV
highest occupied orbital energy = -0.39424 Ha
E_LUMO = -3.931 eV
E_tot = -186277.9755 eV
charge = +1

Positions of all 105 atoms, in Å:
W (0.655, -0.514, -0.971)
O (-0.139, -2.414, 2.412)
C (-0.248, -2.556, 1.218)
O (0.618, -1.994, 0.376)
C (-1.355, -3.396, 0.613)
C (-0.968, -4.142, -0.680)
C (-2.057, -5.173, -1.001)
C (-3.187, -4.260, -1.547)
C (-2.540, -2.879, -1.409)
O (-1.163, -3.143, -1.680)
C (-2.516, -2.483, 0.085)
C (-2.192, -1.026, 0.300)
O (-2.746, -0.324, 1.106)
O (-1.224, -0.549, -0.485)
H (-1.714, -4.057, 1.398)
H (0.057, -4.501, -0.717)
H (-2.353, -5.747, -0.124)
H (-1.709, -5.868, -1.762)
H (-4.120, -4.341, -0.992)
H (-3.392, -4.473, -2.594)
H (-2.905, -2.104, -2.080)
H (-3.450, -2.691, 0.601)
S (-0.462, 1.996, -1.571)
P (-1.310, 1.129, -3.173)
S (-0.226, -0.586, -3.307)
C (-1.185, 2.064, -4.699)
C (-2.184, 2.988, -5.003)
C (-2.064, 3.774, -6.137)
C (-0.957, 3.634, -6.964)
C (0.036, 2.712, -6.658)
C (-0.069, 1.928, -5.521)
C (-3.058, 0.743, -2.958)
C (-3.722, 1.029, -1.772)
C (-5.046, 0.639, -1.619)
C (-5.696, -0.026, -2.649)
C (-5.032, -0.304, -3.839)
C (-3.711, 0.080, -3.998)
H (-3.054, 3.083, -4.364)
H (-2.834, 4.494, -6.379)
H (-0.869, 4.245, -7.852)
H (0.895, 2.604, -7.306)
H (0.707, 1.217, -5.269)
H (-3.199, 1.529, -0.968)
H (-5.563, 0.851, -0.693)
H (-6.727, -0.329, -2.528)
H (-5.543, -0.818, -4.641)
H (-3.186, -0.138, -4.921)
Br (2.512, 0.889, -2.071)
O (0.803, 0.688, 0.616)
S (0.884, 1.575, 1.879)
C (-0.817, 2.221, 1.965)
C (-0.904, 3.464, 2.805)
C (-0.089, 4.560, 2.529)
C (-0.184, 5.710, 3.295)
C (-1.103, 5.779, 4.334)
C (-1.929, 4.697, 4.599)
C (-1.826, 3.541, 3.840)
C (0.893, 0.361, 3.233)
C (0.442, 1.001, 4.514)
C (1.182, 2.029, 5.093)
C (0.755, 2.613, 6.274)
C (-0.401, 2.157, 6.894)
C (-1.131, 1.122, 6.329)
C (-0.717, 0.551, 5.134)
H (-1.479, 1.421, 2.299)
H (-1.022, 2.414, 0.910)
H (0.620, 4.517, 1.709)
H (0.453, 6.556, 3.076)
H (-1.179, 6.679, 4.929)
H (-2.653, 4.750, 5.401)
H (-2.466, 2.694, 4.053)
H (1.922, 0.025, 3.291)
H (0.252, -0.464, 2.917)
H (2.096, 2.374, 4.621)
H (1.328, 3.417, 6.715)
H (-0.728, 2.607, 7.822)
H (-2.025, 0.758, 6.818)
H (-1.282, -0.261, 4.691)
C (4.438, 0.231, 2.453)
C (3.874, -1.137, 2.079)
Sb (3.292, -1.422, 0.025)
C (5.111, -1.164, -1.105)
C (5.854, 0.162, -0.961)
C (3.095, -3.552, 0.081)
C (4.426, -4.290, -0.011)
H (4.581, 0.303, 3.533)
H (3.784, 1.050, 2.145)
H (5.403, 0.402, 1.985)
H (3.009, -1.419, 2.680)
H (4.614, -1.925, 2.241)
H (4.816, -1.348, -2.139)
H (5.747, -1.996, -0.798)
H (6.228, 0.305, 0.050)
H (5.229, 1.012, -1.220)
H (6.715, 0.162, -1.630)
H (2.418, -3.827, -0.724)
H (2.592, -3.759, 1.027)
H (4.911, -4.122, -0.971)
H (4.262, -5.363, 0.091)
H (5.114, -3.987, 0.781)
F (2.391, -2.165, -4.707)
B (2.386, -3.154, -3.841)
F (1.388, -4.010, -3.803)
F (3.446, -3.352, -3.069)
F (1.376, -1.987, -1.984)